{
  "formula": "C16H48B2N12O24PS",
  "method": "ωB97M-V/def2-TZVPD",
  "elements": ["C", "C", "B", "O", "B", "P", "S", "N", "C", "C", "C", "O", "H", "H", "H", "H", "H", "H", "H", "H", "H", "H", "H", "H", "H", "H", "H", "C", "N", "O", "O", "H", "H", "H", "C", "N", "O", "O", "H", "H", "H", "C", "N", "O", "O", "H", "H", "H", "C", "N", "O", "O", "H", "H", "H", "C", "N", "O", "O", "H", "H", "H", "C", "N", "O", "O", "H", "H", "H", "C", "N", "O", "O", "H", "H", "H", "C", "N", "O", "O", "H", "H", "H", "C", "N", "O", "O", "H", "H", "H", "C", "N", "O", "O", "H", "H", "H", "C", "N", "O", "O", "H", "H", "H"],
  "coordinates": [[7.988636, -3.768541, 1.316506], [6.528367, -4.000556, 1.734397], [5.449045, -3.189428, 0.902639], [5.534142, -3.272961, -0.487481], [4.181821, -2.263743, 1.639947], [4.445049, -0.466867, 0.945140], [5.914362, 0.544447, 1.868703], [2.759299, -2.847194, 1.274921], [1.654336, -1.978178, 1.774766], [2.524895, -4.107381, 1.823699], [1.530902, -4.944746, 1.043778], [3.029094, -4.552857, 2.838193], [8.164705, -4.218853, 0.334656], [8.683064, -4.243390, 2.005109], [8.233414, -2.707853, 1.247019], [6.285321, -5.066079, 1.624952], [6.388262, -3.769117, 2.791105], [6.444362, -3.264046, -0.799293], [4.377263, -2.165660, 2.835462], [4.754749, -0.489389, -0.426835], [3.271947, 0.318245, 0.982521], [0.830488, -2.583181, 2.156450], [1.250142, -1.344230, 0.986455], [2.027425, -1.374078, 2.604351], [1.987787, -5.231775, 0.098299], [1.259898, -5.828220, 1.619039], [0.631489, -4.364594, 0.842049], [1.313635, -3.967423, 5.530687], [-0.169405, -3.867243, 5.446370], [-0.725581, -3.001119, 6.090932], [-0.739521, -4.670599, 4.735104], [1.663996, -3.189945, 6.198206], [1.547037, -4.959078, 5.905650], [1.720180, -3.848183, 4.528751], [-3.303080, -1.752666, 1.900699], [-1.937380, -1.164471, 1.889381], [-1.202806, -1.391049, 2.821248], [-1.656198, -0.479027, 0.921970], [-3.430802, -2.329150, 2.809115], [-3.985995, -0.911465, 1.833527], [-3.388557, -2.374621, 1.014663], [-4.639062, 1.603365, -1.009520], [-5.072335, 0.424521, -0.216941], [-5.274160, 0.570919, 0.971433], [-5.184179, -0.628158, -0.811545], [-4.582756, 2.457679, -0.346190], [-3.668021, 1.363789, -1.432434], [-5.370459, 1.749456, -1.796977], [-7.355562, 0.162777, -4.775036], [-7.117315, 1.501207, -4.169138], [-8.072406, 2.212867, -3.950038], [-5.961506, 1.792899, -3.933165], [-8.421299, 0.045510, -4.927079], [-6.807582, 0.132909, -5.711569], [-6.961291, -0.574902, -4.081997], [10.704002, -7.430960, 2.807993], [10.448410, -6.374375, 1.791683], [10.727067, -5.233264, 2.067888], [9.962719, -6.739839, 0.734185], [11.126470, -6.956689, 3.685260], [9.749921, -7.901363, 3.026404], [11.390931, -8.147062, 2.363751], [-9.617221, 4.358227, -1.770999], [-10.742461, 4.375953, -0.796670], [-11.615153, 5.208477, -0.950526], [-10.716852, 3.556710, 0.097123], [-9.778920, 5.138706, -2.499645], [-8.703298, 4.528167, -1.210075], [-9.598611, 3.378021, -2.236364], [-8.620097, 8.032254, -5.394624], [-8.682658, 6.874848, -4.461611], [-8.684284, 5.754657, -4.923486], [-8.715682, 7.127257, -3.270336], [-8.566015, 7.655843, -6.408563], [-9.508994, 8.631442, -5.226593], [-7.735402, 8.601056, -5.135204], [-4.020303, 8.651331, -6.231561], [-5.420490, 8.721156, -6.732741], [-6.120004, 9.638691, -6.350770], [-5.778696, 7.846063, -7.490845], [-3.855410, 9.492051, -5.569355], [-3.911649, 7.702776, -5.714556], [-3.367258, 8.685962, -7.097969], [11.824359, -8.665392, -1.023730], [12.265389, -9.866694, -0.266967], [12.217494, -10.945672, -0.814379], [12.648327, -9.683036, 0.874080], [11.512236, -8.979577, -2.012117], [11.006488, -8.216467, -0.467001], [12.669097, -7.984661, -1.069707], [8.274280, 1.010368, 5.979169], [8.436421, 1.136244, 4.503764], [7.998025, 2.131663, 3.974613], [8.995481, 0.216869, 3.946318], [7.759059, 1.891960, 6.340761], [7.697756, 0.108264, 6.159742], [9.268168, 0.919257, 6.406668], [-10.163221, 9.271612, -1.053397], [-9.880189, 10.296511, -2.096436], [-9.520510, 11.397922, -1.743454], [-10.023921, 9.941010, -3.247897], [-9.989684, 9.718816, -0.082417], [-11.195942, 8.960505, -1.177034], [-9.497042, 8.435802, -1.245014]],
  "forces_ev_per_angstrom": [[-0.34, -0.25, -0.20], [0.20, 0.34, 0.17], [-0.17, -0.08, 0.20], [-0.01, 0.72, -0.10], [-0.21, -0.78, -0.38], [0.66, 0.13, 0.69], [-0.08, -0.06, -0.13], [0.12, 0.52, 0.76], [0.18, -0.44, -0.44], [-0.24, -0.04, -0.18], [-0.15, -0.09, 0.35], [0.36, -0.17, -0.15], [0.15, 0.04, -0.04], [0.04, 0.13, 0.01], [0.01, 0.04, 0.12], [-0.05, -0.03, -0.02], [0.06, 0.01, 0.05], [0.08, -0.56, 0.01], [-0.17, 0.25, 0.03], [-0.39, 0.00, -0.15], [-0.11, -0.04, -0.30], [-0.10, 0.05, 0.00], [0.06, 0.17, 0.03], [-0.12, 0.13, 0.04], [-0.02, 0.04, -0.08], [0.01, -0.06, -0.04], [0.02, 0.04, -0.19], [0.02, 0.15, -0.01], [0.00, 0.00, -0.01], [0.00, 0.00, 0.03], [0.00, -0.01, -0.02], [-0.03, 0.01, 0.01], [-0.01, -0.04, -0.07], [0.02, -0.09, 0.00], [0.06, -0.03, 0.03], [0.01, -0.06, -0.07], [-0.04, 0.07, 0.09], [-0.03, 0.05, 0.00], [0.06, 0.04, 0.03], [-0.09, -0.17, 0.06], [-0.02, 0.03, -0.03], [0.02, 0.13, 0.11], [0.13, -0.07, -0.01], [-0.12, 0.14, -0.03], [-0.08, 0.01, -0.03], [0.00, -0.03, 0.05], [-0.02, -0.05, -0.03], [0.07, -0.01, -0.03], [-0.11, -0.02, 0.00], [0.07, 0.00, -0.06], [-0.06, -0.02, 0.05], [-0.04, 0.01, -0.05], [-0.01, 0.02, 0.01], [0.05, -0.01, 0.02], [0.05, 0.01, -0.01], [0.01, 0.03, 0.09], [-0.07, -0.01, -0.02], [0.26, -0.08, 0.01], [0.04, -0.01, 0.03], [-0.01, 0.02, 0.00], [0.00, -0.02, -0.04], [-0.03, -0.02, -0.02], [-0.06, 0.00, -0.09], [0.01, 0.01, 0.00], [0.00, 0.03, 0.00], [0.00, -0.02, 0.00], [0.00, 0.02, 0.01], [0.01, -0.06, 0.01], [0.03, -0.04, 0.07], [-0.07, -0.12, -0.08], [0.04, 0.06, -0.01], [-0.06, -0.01, -0.02], [0.06, 0.01, 0.00], [0.04, -0.06, 0.02], [0.03, 0.03, 0.08], [-0.07, 0.08, 0.05], [0.02, 0.08, 0.05], [-0.02, -0.01, -0.03], [0.12, 0.07, -0.01], [0.00, -0.03, 0.00], [-0.02, 0.01, 0.00], [0.01, -0.03, -0.04], [0.00, -0.05, -0.01], [-0.07, -0.05, -0.15], [0.02, 0.02, 0.03], [0.01, -0.01, -0.02], [-0.01, 0.01, 0.02], [0.02, -0.05, 0.01], [0.04, 0.05, 0.00], [-0.01, 0.02, 0.07], [-0.13, 0.03, 0.02], [-0.11, -0.11, -0.02], [0.14, 0.11, -0.01], [0.14, 0.06, 0.00], [-0.01, 0.01, -0.02], [0.02, -0.03, -0.01], [0.01, -0.05, -0.01], [0.04, 0.06, 0.12], [0.01, -0.18, 0.05], [0.00, 0.02, 0.01], [-0.07, 0.16, -0.13], [0.00, 0.02, -0.01], [0.01, -0.04, -0.04], [-0.04, -0.02, -0.05]],
  "mulliken_charge": [-1.114, -0.253, -0.937, -0.646, 1.798, 0.067, -0.493, -0.146, -1.201, 0.531, -1.184, -0.626, 0.309, 0.198, 0.340, 0.191, 0.299, 0.280, -0.299, -0.021, 0.006, 0.325, 0.366, 0.318, 0.283, 0.357, 0.286, -0.398, 0.947, -0.566, -0.553, 0.286, 0.274, -0.006, -0.582, 0.914, -0.491, -0.549, 0.329, 0.104, 0.291, -0.534, 0.955, -0.585, -0.527, 0.321, 0.292, 0.071, -0.783, 0.940, -0.530, -0.560, 0.305, 0.308, 0.306, -0.666, 0.897, -0.504, -0.564, 0.314, 0.288, 0.212, -0.448, 0.942, -0.554, -0.568, 0.104, 0.265, 0.268, -0.729, 0.856, -0.532, -0.475, 0.352, 0.272, 0.249, -0.703, 0.857, -0.525, -0.497, 0.311, 0.289, 0.276, -0.561, 0.889, -0.539, -0.551, 0.316, 0.200, 0.263, -0.748, 0.831, -0.479, -0.476, 0.297, 0.289, 0.270, -0.636, 0.849, -0.541, -0.496, 0.311, 0.285, 0.226],
  "homo_energy_ha": -0.147,
  "total_charge": -1,
  "homo_lumo_gap_ha": 0.1708,
  "e_tot_ev": -105840.881,
  "spin_multiplicity": 1
}